Entry 1:
DFT (wB97M-V/def2-TZVPD) results for C45H37CsIN3O2P as an isolated structure.

Largest force on an atom in eV Å⁻¹: 2.48
Total charge: -1
E_tot in eV: -73771.49040
Lowest unoccupied orbital energy in hartree: 0.057
Energy above the lowest of the compared OMol25 structures with the same formula, charge and spin in kJ/mol: 72.7
Orbital gap in eV: 6.22

Cartesian coordinates (Å):
Cs 0.136 0.177 0.371
C 0.679 -0.019 -5.115
C -0.049 -1.274 -4.750
C -0.794 -1.944 -5.706
C -1.454 -3.124 -5.413
C -1.376 -3.640 -4.131
C -0.626 -3.006 -3.158
C -0.469 -3.624 -1.802
C 0.070 -1.818 -3.454
N 0.832 -1.257 -2.445
C 2.128 -1.111 -2.634
O 2.778 -1.407 -3.653
C 2.932 -0.738 -1.412
C 4.144 -1.414 -1.300
C 4.950 -1.176 -0.206
C 4.524 -0.254 0.729
C 3.300 0.382 0.545
N 2.523 0.147 -0.509
C 2.938 1.434 1.573
O 3.734 2.374 1.720
N 1.840 1.193 2.258
C 1.545 1.957 3.374
C 2.009 1.547 4.639
C 2.974 0.401 4.720
C 1.617 2.235 5.774
C 0.763 3.322 5.692
C 0.330 3.751 4.449
C 0.721 3.096 3.292
C 0.334 3.633 1.946
H 0.327 0.379 -6.067
H 1.745 -0.246 -5.189
H 0.563 0.735 -4.334
H -0.842 -1.543 -6.711
H -2.005 -3.647 -6.183
H -1.879 -4.570 -3.896
H -1.025 -4.557 -1.730
H -0.818 -2.937 -1.029
H 0.588 -3.817 -1.618
H 4.421 -2.097 -2.087
H 5.902 -1.682 -0.099
H 5.120 -0.006 1.593
H 2.633 -0.428 4.096
H 3.111 0.056 5.746
H 3.941 0.724 4.334
H 1.992 1.928 6.744
H 0.474 3.855 6.587
H -0.300 4.629 4.379
H -0.262 4.539 2.058
H -0.242 2.905 1.365
H 1.239 3.870 1.384
I -3.230 -0.935 -0.709
C -5.206 -0.823 0.113
C -6.168 -1.275 -0.765
C -7.511 -1.346 -0.399
C -7.876 -0.967 0.862
C -6.917 -0.502 1.785
C -7.353 -0.152 3.077
C -6.464 0.273 4.025
C -5.122 0.392 3.685
C -4.637 0.086 2.424
P -2.832 0.468 2.228
C -2.216 -0.279 3.771
C -1.172 0.302 4.485
C -0.620 -0.365 5.564
C -1.067 -1.630 5.911
C -2.077 -2.231 5.174
C -2.647 -1.563 4.108
C -2.996 2.264 2.567
C -3.167 3.037 1.419
C -3.331 4.405 1.505
C -3.313 5.020 2.745
C -3.123 4.263 3.889
C -2.967 2.891 3.806
C -5.529 -0.402 1.428
H -5.872 -1.592 -1.754
H -8.245 -1.710 -1.101
H -8.907 -1.028 1.179
H -8.407 -0.229 3.301
H -6.792 0.524 5.023
H -4.434 0.739 4.442
H -0.784 1.268 4.196
H 0.172 0.113 6.120
H -0.622 -2.152 6.748
H -2.419 -3.225 5.430
H -3.432 -2.033 3.526
H -3.185 2.551 0.449
H -3.468 4.992 0.608
H -3.444 6.089 2.821
H -3.085 4.741 4.858
H -2.810 2.318 4.709

Entry 2:
DFT (wB97M-V/def2-TZVPD) results for C45H37F12N2O6Re as an isolated structure.

Largest force on an atom in eV Å⁻¹: 2.95
2S+1: 4
Total charge: -1
E_tot in eV: -97276.78204
Lowest unoccupied orbital energy (spin up / spin down) in hartree: 0.086 / 0.086
Energy above the lowest of the compared OMol25 structures with the same formula, charge and spin in kJ/mol: 71.2
Orbital gap (spin up / spin down) in eV: 6.84 / 7.60

Cartesian coordinates (Å):
Re 1.246 -0.397 0.114
C 4.173 -0.986 -6.057
C 3.883 -0.702 -4.667
C 4.702 -1.229 -3.674
C 4.381 -1.015 -2.312
C 3.286 -0.218 -1.954
N 3.007 -0.059 -0.590
C 4.086 0.395 0.167
C 5.057 1.249 -0.380
C 6.183 1.638 0.269
C 6.392 1.172 1.550
C 7.606 1.568 2.313
C 5.417 0.462 2.171
C 4.305 -0.029 1.492
C 3.382 -1.051 2.159
O 2.067 -1.148 1.845
C 3.281 -0.828 3.737
F 3.008 0.445 3.999
F 4.497 -1.096 4.357
F 2.374 -1.573 4.305
C 3.977 -2.446 1.940
F 3.715 -2.807 0.619
F 5.305 -2.466 2.074
F 3.493 -3.377 2.750
C 2.453 0.350 -2.916
C 2.770 0.006 -4.238
C 1.195 1.177 -2.502
O 0.470 0.649 -1.509
C 1.548 2.686 -2.289
F 2.473 3.162 -3.183
F 0.465 3.502 -2.336
F 2.069 2.874 -1.043
C 0.167 1.248 -3.684
F -1.083 1.684 -3.310
F -0.023 0.098 -4.327
F 0.736 2.064 -4.596
H 3.571 -1.816 -6.390
H 5.206 -1.317 -6.199
H 3.886 -0.173 -6.743
H 5.605 -1.752 -3.966
H 5.039 -1.488 -1.592
H 4.791 1.677 -1.364
H 6.970 2.149 -0.246
H 7.223 2.060 3.226
H 8.227 2.168 1.695
H 8.196 0.676 2.654
H 5.544 0.162 3.195
H 2.230 0.424 -5.090
C -4.814 -2.109 1.972
C -3.465 -2.447 1.392
C -3.313 -2.237 0.048
C -2.039 -2.406 -0.554
C -1.854 -2.091 -2.036
C -0.997 -2.954 0.216
C -1.160 -3.160 1.594
C -0.065 -3.753 2.458
C -2.321 -2.769 2.184
C 0.331 -3.207 -0.479
O 0.687 -4.279 -0.916
O 1.103 -2.122 -0.794
H -5.426 -1.551 1.298
H -4.815 -1.711 3.012
H -5.398 -3.000 2.089
H -4.019 -1.821 -0.638
H -1.491 -1.071 -1.986
H -2.861 -2.087 -2.480
H -1.283 -2.809 -2.646
H 0.817 -3.161 2.623
H 0.285 -4.728 2.156
H -0.550 -4.019 3.400
H -2.459 -2.761 3.238
C -8.049 0.339 0.537
C -6.767 0.761 -0.149
C -6.791 0.729 -1.527
C -5.688 1.055 -2.270
C -4.446 1.189 -1.632
C -4.383 1.207 -0.243
N -3.163 1.306 0.414
C -2.638 2.316 1.168
C -3.395 3.451 1.558
C -2.795 4.415 2.355
C -1.516 4.294 2.854
C -0.746 3.152 2.448
C -1.272 2.177 1.649
C -0.377 1.080 1.288
O 0.837 1.361 1.156
O -0.741 -0.145 1.029
C -5.552 0.994 0.498
C -5.565 0.997 2.057
H -8.571 -0.179 -0.223
H -8.735 1.190 0.861
H -8.042 -0.387 1.374
H -7.787 0.559 -2.024
H -5.687 0.990 -3.334
H -3.626 1.275 -2.274
H -2.535 0.471 0.338
H -4.480 3.539 1.286
H -3.390 5.263 2.664
H -1.133 5.039 3.529
H 0.241 3.080 2.903
H -4.541 0.837 2.382
H -6.160 0.142 2.303
H -5.954 1.988 2.403

Entry 3:
DFT (wB97M-V/def2-TZVPD) results for C45H39N3O3Se2Te2Zr as an isolated structure.

Largest force on an atom in eV Å⁻¹: 2.45
Total charge: -2
E_tot in eV: -204476.27547
Lowest unoccupied orbital energy in hartree: 0.138
Energy above the lowest of the compared OMol25 structures with the same formula, charge and spin in kJ/mol: 108.0
Orbital gap in eV: 4.32

Cartesian coordinates (Å):
Zr -0.203 0.563 0.943
O -0.997 0.144 -0.977
C -0.483 0.326 -2.245
C 0.764 1.259 -2.169
C 2.001 0.638 -1.578
C 3.145 0.482 -2.350
C 4.250 -0.152 -1.811
C 4.190 -0.592 -0.506
C 3.043 -0.346 0.243
C 2.966 -0.771 1.674
C 1.822 -1.799 1.883
O 0.634 -1.249 1.483
C 1.699 -2.223 3.349
C 2.388 -1.623 4.391
C 2.067 -1.906 5.715
C 1.065 -2.813 6.012
C 0.412 -3.469 4.973
C 0.721 -3.168 3.658
C 2.178 -3.022 1.014
C 1.498 -3.270 -0.168
C 1.863 -4.336 -0.986
C 2.913 -5.166 -0.626
C 3.597 -4.927 0.562
C 3.229 -3.867 1.373
N 1.974 0.265 -0.286
C -0.219 -1.033 -2.922
C -1.056 -2.101 -2.603
C -0.923 -3.329 -3.231
C 0.054 -3.515 -4.202
C 0.889 -2.461 -4.530
C 0.749 -1.231 -3.897
C -1.536 1.009 -3.148
C -2.830 1.184 -2.677
C -3.808 1.771 -3.471
C -3.505 2.194 -4.755
C -2.216 2.011 -5.242
C -1.246 1.420 -4.449
H 0.463 2.067 -1.494
H 1.000 1.695 -3.140
H 3.159 0.854 -3.366
H 5.141 -0.307 -2.408
H 5.018 -1.115 -0.047
H 2.750 0.102 2.293
H 3.925 -1.193 1.983
H 3.158 -0.888 4.192
H 2.532 -1.350 6.520
H 0.755 -2.940 7.041
H -0.369 -4.189 5.186
H 0.177 -3.639 2.847
H 0.676 -2.621 -0.443
H 1.318 -4.509 -1.906
H 3.198 -5.996 -1.263
H 4.412 -5.578 0.858
H 3.750 -3.691 2.308
H -1.822 -1.962 -1.851
H -1.581 -4.144 -2.955
H 0.166 -4.475 -4.691
H 1.662 -2.592 -5.278
H 1.407 -0.422 -4.182
H -3.063 0.863 -1.673
H -4.807 1.904 -3.072
H -4.261 2.661 -5.374
H -1.965 2.336 -6.245
H -0.256 1.265 -4.859
O -2.198 -1.275 0.898
C -3.479 -0.791 1.215
C -3.720 0.665 0.878
C -5.020 1.142 0.796
C -5.232 2.480 0.503
C -4.134 3.289 0.267
C -2.869 2.727 0.350
N -2.664 1.454 0.679
H -1.929 -0.956 0.016
H -3.605 -0.929 2.292
H -4.253 -1.392 0.719
H -5.849 0.466 0.965
H -6.238 2.878 0.451
H -4.236 4.336 0.019
H -1.984 3.321 0.161
Se 0.714 1.396 3.456
Te 0.499 0.958 8.648
Te -0.278 0.961 6.035
Se -1.390 0.545 3.255
N 0.465 2.410 0.877
C 0.265 3.741 0.924
C -0.514 4.378 1.929
C -0.756 5.739 1.906
C -0.245 6.556 0.896
C 0.542 5.964 -0.086
C 0.806 4.604 -0.068
H -0.927 3.768 2.724
H -1.361 6.175 2.695
H -0.444 7.621 0.887
H 0.966 6.573 -0.879
H 1.437 4.163 -0.833

Entry 4:
DFT (wB97M-V/def2-TZVPD) results for C45H40AsBrN4STl as an isolated structure.

Largest force on an atom in eV Å⁻¹: 0.52
Total charge: +1
E_tot in eV: -199679.57075
Lowest unoccupied orbital energy in hartree: -0.127
Energy above the lowest of the compared OMol25 structures with the same formula, charge and spin in kJ/mol: 6.1
Orbital gap in eV: 6.89

Cartesian coordinates (Å):
Tl 0.000 0.324 -0.350
Br -3.755 1.999 -6.845
C -2.967 1.087 -5.401
C -2.802 1.738 -4.188
C -2.217 1.061 -3.132
C -1.823 -0.262 -3.276
C -1.965 -0.892 -4.505
C -2.540 -0.220 -5.571
N -1.237 -0.921 -2.151
C -1.294 -2.173 -2.007
C -0.567 -2.859 -0.907
C -0.572 -4.238 -0.840
C 0.168 -4.865 0.154
C 0.889 -4.089 1.039
C 0.828 -2.709 0.912
N 0.110 -2.109 -0.028
H -3.115 2.767 -4.075
H -2.072 1.573 -2.187
H -1.589 -1.897 -4.654
H -2.641 -0.703 -6.533
H -1.852 -2.811 -2.695
H -1.145 -4.809 -1.561
H 0.189 -5.945 0.222
H 1.489 -4.532 1.823
H 1.373 -2.062 1.588
S 1.300 1.048 -2.332
C 2.719 1.879 -1.651
C 3.344 2.777 -2.524
C 4.534 3.396 -2.187
C 5.145 3.126 -0.967
C 4.532 2.253 -0.089
C 3.314 1.643 -0.405
As 2.529 0.482 0.928
C 4.029 -0.667 1.313
C 4.660 -0.650 2.550
C 5.778 -1.452 2.757
C 6.255 -2.261 1.736
C 5.613 -2.279 0.502
C 4.498 -1.483 0.289
C 2.334 1.557 2.521
C 1.603 0.970 3.553
C 1.347 1.669 4.724
C 1.816 2.969 4.865
C 2.541 3.557 3.839
C 2.801 2.857 2.667
H 2.884 2.972 -3.485
H 4.994 4.083 -2.886
H 6.089 3.587 -0.707
H 5.018 2.021 0.852
H 4.292 -0.017 3.348
H 6.278 -1.439 3.718
H 7.131 -2.877 1.897
H 5.985 -2.910 -0.295
H 4.007 -1.489 -0.678
H 1.234 -0.045 3.450
H 0.783 1.202 5.522
H 1.611 3.523 5.772
H 2.903 4.572 3.945
H 3.353 3.341 1.873
C -1.844 -1.055 4.363
C -1.210 -1.615 3.087
C -2.241 -2.058 2.080
C -2.834 -3.309 2.207
C -3.823 -3.724 1.326
C -4.249 -2.867 0.325
C -3.685 -1.602 0.170
C -4.251 -0.657 -0.859
C -5.592 -0.065 -0.414
C -2.657 -1.220 1.038
N -1.977 0.026 0.854
C -2.343 1.097 1.484
C -1.605 2.294 1.381
C -1.793 3.549 1.967
C -0.727 4.340 1.538
C 0.065 3.529 0.712
N -0.463 2.301 0.621
H -1.079 -0.720 5.068
H -2.454 -1.813 4.857
H -2.491 -0.205 4.137
H -0.576 -2.469 3.344
H -0.564 -0.853 2.650
H -2.513 -3.965 3.011
H -4.272 -4.705 1.434
H -5.048 -3.170 -0.345
H -4.382 -1.184 -1.808
H -3.553 0.153 -1.040
H -6.335 -0.848 -0.254
H -5.981 0.624 -1.166
H -5.483 0.482 0.526
H -3.238 1.081 2.107
H -2.613 3.836 2.612
H -0.533 5.371 1.788
H 0.974 3.788 0.183

Entry 5:
DFT (wB97M-V/def2-TZVPD) results for C45H41AsN9O2S3Ti as an isolated structure.

Largest force on an atom in eV Å⁻¹: 0.78
Total charge: +1
E_tot in eV: -181292.10812
Lowest unoccupied orbital energy (spin up / spin down) in hartree: -0.100 / -0.100
Energy above the lowest of the compared OMol25 structures with the same formula, charge and spin in kJ/mol: 35.9
Orbital gap (spin up / spin down) in eV: 7.09 / 7.09

Cartesian coordinates (Å):
Ti 0.417 -1.175 -0.187
C 2.866 3.458 1.020
C 2.401 2.387 1.925
N 2.573 2.313 3.205
N 2.017 1.115 3.562
C 1.503 0.445 2.535
S 0.835 -1.106 2.431
N 1.709 1.279 1.487
N 1.453 0.880 0.180
H 3.361 4.226 1.608
H 2.028 3.907 0.483
H 3.575 3.051 0.296
H 1.985 0.843 4.530
H 2.356 0.788 -0.298
H 0.878 1.577 -0.289
C -2.266 -5.782 0.964
N -0.831 -5.578 0.840
C 0.125 -6.565 0.921
C 1.319 -5.975 0.732
N 1.090 -4.621 0.540
C -0.241 -4.394 0.596
S -1.187 -2.981 0.368
C 2.097 -3.604 0.281
C 3.396 -3.940 0.467
C 4.637 -3.265 0.111
C 4.972 -1.964 0.067
C 4.087 -0.915 0.550
N 1.526 -2.471 -0.154
H -2.437 -6.835 1.165
H -2.762 -5.497 0.038
H -2.658 -5.181 1.782
H -0.129 -7.595 1.093
H 2.296 -6.412 0.691
H 3.556 -4.952 0.806
H 5.412 -3.963 -0.189
H 5.931 -1.664 -0.337
H 3.267 -1.266 1.192
O 4.227 0.279 0.319
S 2.793 -1.212 -2.381
O 2.754 -2.268 -3.422
N 1.295 -0.529 -2.103
C 0.470 -0.317 -3.213
C 0.864 -0.130 -4.518
C -0.083 0.090 -5.539
C -1.422 0.113 -5.280
C -1.869 -0.122 -3.959
C -3.234 -0.164 -3.610
C -3.597 -0.460 -2.326
C -2.586 -0.715 -1.391
N -1.298 -0.648 -1.657
C -0.924 -0.343 -2.937
C 3.670 0.147 -3.178
C 4.695 -0.207 -4.044
C 5.486 0.780 -4.617
C 5.256 2.115 -4.324
C 4.226 2.467 -3.459
C 3.439 1.485 -2.885
H 1.909 -0.167 -4.780
H 0.275 0.240 -6.549
H -2.146 0.283 -6.065
H -3.981 0.025 -4.371
H -4.632 -0.512 -2.020
H -2.863 -0.986 -0.382
H 4.848 -1.252 -4.278
H 6.282 0.505 -5.296
H 5.871 2.884 -4.773
H 4.034 3.511 -3.246
H 2.609 1.764 -2.245
C -0.341 3.286 5.203
C -0.401 3.894 3.960
C -0.888 3.194 2.862
C -1.315 1.878 3.004
C -1.246 1.268 4.256
C -0.768 1.971 5.350
As -1.952 0.825 1.488
C -3.609 0.207 2.312
C -4.055 -1.086 2.050
C -5.239 -1.553 2.607
C -5.983 -0.731 3.438
C -5.534 0.551 3.724
C -4.353 1.016 3.169
C -2.556 2.268 0.315
C -1.805 2.494 -0.836
C -2.130 3.517 -1.717
C -3.224 4.325 -1.454
C -3.986 4.104 -0.314
C -3.655 3.085 0.567
H 0.028 3.836 6.058
H -0.076 4.920 3.842
H -0.956 3.689 1.899
H -1.583 0.245 4.381
H -0.739 1.497 6.323
H -3.466 -1.755 1.436
H -5.574 -2.560 2.396
H -6.906 -1.091 3.874
H -6.104 1.189 4.387
H -3.999 2.007 3.426
H -0.976 1.839 -1.082
H -1.537 3.670 -2.610
H -3.489 5.121 -2.137
H -4.845 4.730 -0.109
H -4.267 2.929 1.445